A structure of composition C46H47BrN2O5RuS at a distorted geometry. Source: the Open Molecules 2025 dataset; level of theory: the ωB97M-V functional and the def2-TZVPD basis.

Output
- Total charge: -1
- 2S+1: 2
- M: 920.9 u
- Relative energy (zero: lowest compared OMol25 entry of this formula, charge and spin): 169.14 kJ/mol

Each line ends with the Löwdin charge.
CARTESIAN COORDINATES (ANGSTROEM)
Ru 0.141706 0.228237 -0.359362  1.32
C 0.801353 -2.460872 -3.873392  -0.08
O 2.217797 -2.355146 -3.748932  -0.08
C 2.823603 -2.224551 -2.527853  -0.21
C 4.169643 -2.514504 -2.518302  -0.01
C 4.944548 -2.377223 -1.360822  -0.11
C 4.340900 -1.953274 -0.205066  -0.06
C 2.975130 -1.641860 -0.193990  -0.15
C 2.358273 -1.227532 1.037971  -0.09
N 1.187563 -0.736394 1.115847  -0.11
N 0.661433 -0.652191 2.415733  0.10
C -0.547097 -0.202477 2.388829  -0.53
O -1.196263 0.123958 1.318852  -0.24
C -1.223173 0.065966 3.700227  -0.17
C -2.577283 0.368620 3.709681  -0.04
C -3.202332 0.769363 4.885697  -0.09
C -2.471192 0.876356 6.060682  -0.11
C -1.118603 0.557392 6.055998  -0.09
C -0.500148 0.142014 4.884106  -0.04
C 2.173004 -1.764975 -1.345798  -0.29
O 0.891589 -1.493425 -1.350575  -0.26
H 0.289214 -1.541539 -3.609996  0.06
H 0.403729 -3.263714 -3.250890  0.09
H 0.628506 -2.693584 -4.923787  0.09
H 4.615908 -2.845122 -3.448856  0.11
H 6.004595 -2.594810 -1.386224  0.09
H 4.917854 -1.821287 0.704374  0.11
H 2.897287 -1.362091 1.976156  0.13
H -3.129184 0.292721 2.780970  0.12
H -4.259645 1.005781 4.882943  0.10
H -2.950628 1.206365 6.974598  0.09
H -0.541411 0.641895 6.969112  0.10
H 0.554211 -0.099885 4.862187  0.11
C -7.085049 0.292941 -3.437791  -0.06
C -5.974176 0.687553 -4.421330  -0.56
C -6.418948 1.946454 -5.166044  -0.07
C -5.805757 -0.435255 -5.458544  -0.06
C -4.658725 0.887776 -3.669525  -0.19
C -4.084549 -0.173420 -2.974796  -0.11
C -2.900125 0.006425 -2.301023  -0.55
Br -2.155187 -1.471940 -1.368957  0.85
C -2.178765 1.228840 -2.249013  -0.38
O -1.078726 1.364831 -1.578476  -0.27
C -2.750340 2.298435 -2.988974  -0.08
C -3.962362 2.088604 -3.650392  -0.01
C -2.117654 3.704537 -3.134557  -0.52
C -0.757239 3.887552 -2.451186  -0.05
C -1.908431 3.994204 -4.629849  -0.05
C -3.083885 4.740533 -2.538850  -0.05
H -8.024882 0.122251 -3.972993  0.08
H -7.245850 1.085400 -2.703275  0.09
H -6.828665 -0.621243 -2.899301  0.08
H -7.355926 1.744075 -5.691777  0.08
H -5.677456 2.251560 -5.908023  0.08
H -6.592324 2.779407 -4.480605  0.08
H -6.735975 -0.582913 -6.016651  0.08
H -5.541222 -1.380322 -4.981309  0.07
H -5.013590 -0.180970 -6.166128  0.09
H -4.550910 -1.151676 -2.950764  0.09
H -4.382066 2.928683 -4.189301  0.08
H -0.006296 3.211119 -2.855964  0.08
H -0.798767 3.708217 -1.379440  0.06
H -0.421952 4.917876 -2.622242  0.08
H -1.202288 3.275648 -5.051357  0.09
H -1.498431 5.000204 -4.763452  0.08
H -2.837689 3.927274 -5.198496  0.07
H -3.290346 4.503363 -1.492219  0.08
H -4.036103 4.764377 -3.073621  0.07
H -2.641264 5.740387 -2.585927  0.08
C 5.108995 3.089267 0.384018  -0.11
C 4.142616 2.492891 1.228937  -0.09
C 3.069402 1.839125 0.698014  -0.07
C 2.887026 1.716308 -0.709666  -0.15
C 1.772677 1.037959 -1.298743  -0.17
C 1.688050 0.990435 -2.669855  -0.12
C 2.680347 1.552457 -3.500861  -0.08
C 3.748196 2.202367 -2.955460  -0.06
C 3.869299 2.308434 -1.550657  -0.17
C 4.965651 3.002117 -0.967787  -0.06
H 5.946640 3.627135 0.812420  0.09
H 4.255094 2.563159 2.305111  0.09
H 2.322505 1.426534 1.356602  0.08
H 0.850820 0.491220 -3.139280  0.09
H 2.589680 1.453485 -4.576801  0.10
H 4.522476 2.631359 -3.582925  0.10
H 5.687428 3.471394 -1.628536  0.10
C -2.089063 3.314588 1.474652  -0.20
S -0.454289 2.753172 1.963951  0.97
O 0.314962 2.642902 0.675534  -0.52
C 0.097618 4.290462 2.688168  -0.37
C -0.365598 4.634702 3.953356  -0.09
C 0.090716 5.801751 4.546602  -0.09
C 1.017434 6.599389 3.883451  -0.10
C 1.500050 6.222465 2.637736  -0.07
C 1.043304 5.056893 2.033351  -0.06
H -1.997787 4.272622 0.965013  0.06
H -2.723295 3.384303 2.360265  0.06
H -2.460125 2.540964 0.799510  0.06
H -1.065031 3.982800 4.469494  0.11
H -0.270478 6.083403 5.527885  0.10
H 1.370593 7.512944 4.345735  0.10
H 2.242178 6.831335 2.137416  0.10
H 1.412744 4.728559 1.068684  0.11

Cartesian forces (eV/Å) of the 6 atoms listed first:
1.372 -1.345 -0.095
0.036 -0.089 -0.021
-0.086 0.113 0.006
-0.293 -0.029 -0.017
0.205 -0.036 0.171
-0.015 -0.043 -0.201

A structure of composition C46H47CsN10O6S at a distorted geometry. Source: the Open Molecules 2025 dataset; level of theory: the ωB97M-V functional and the def2-TZVPD basis.

Output
- Total charge: -2
- M: 1000.9 u
- Relative energy (zero: lowest compared OMol25 entry of this formula, charge and spin): 44.89 kJ/mol

Each line ends with the Löwdin charge.
CARTESIAN COORDINATES (ANGSTROEM)
Cs 0.171143 1.503767 -1.003309  1.15
C -1.711855 0.369050 -3.546287  -0.13
N -1.409833 -0.805479 -2.758876  -0.26
C -0.175187 -1.442534 -3.159080  -0.10
C -2.544482 -1.645431 -2.541294  -0.22
C -3.150436 -2.341122 -3.566791  -0.06
C -4.304965 -3.095660 -3.355233  -0.15
C -4.836462 -3.121238 -2.069599  -0.14
C -4.241439 -2.435795 -1.024489  -0.05
C -3.054030 -1.675978 -1.204512  -0.25
N -2.332999 -1.118628 -0.215545  0.07
C -2.878561 -0.713804 0.953055  -0.26
C -4.103133 -0.021138 1.047963  -0.05
C -4.562591 0.528082 2.235192  -0.14
C -3.828864 0.388425 3.402223  -0.16
C -2.631067 -0.330027 3.356392  -0.07
C -2.144785 -0.881445 2.178066  -0.18
N -0.914447 -1.592979 2.132063  -0.17
C -1.011264 -2.951034 1.605730  -0.07
C -0.114970 -1.579620 3.327365  -0.12
H -1.720887 0.206880 -4.639332  0.08
H -0.970721 1.145778 -3.334088  0.00
H -2.679926 0.768381 -3.245195  0.10
H -0.148064 -1.730256 -4.225899  0.08
H -0.004782 -2.335426 -2.557559  0.08
H 0.668009 -0.767370 -2.979780  0.03
H -2.713668 -2.275837 -4.559724  0.10
H -4.773985 -3.637068 -4.167683  0.07
H -5.732227 -3.702679 -1.870041  0.08
H -4.670534 -2.497816 -0.030546  0.10
H -4.663602 0.129805 0.132106  0.11
H -5.494744 1.084497 2.236283  0.08
H -4.172906 0.813580 4.338110  0.08
H -2.075390 -0.463943 4.275815  0.08
H -1.455339 -3.630633 2.354834  0.08
H -0.014489 -3.316235 1.347153  0.04
H -1.615487 -2.951316 0.704069  0.07
H -0.568867 -2.149142 4.162040  0.09
H 0.054366 -0.556991 3.668320  0.06
H 0.848338 -2.040000 3.101188  0.07
O 7.336893 -2.698387 1.244135  0.10
C 6.432693 -2.802337 2.239394  -0.50
O 6.591268 -3.664307 3.076272  0.07
C 5.290460 -1.851634 2.243467  -0.15
C 4.899805 -1.163909 1.099434  -0.01
C 3.806178 -0.325185 1.128585  0.02
C 3.094216 -0.144515 2.306367  -0.25
C 3.453250 -0.860179 3.451773  -0.02
C 4.545620 -1.711439 3.412929  -0.03
N 1.968664 0.683741 2.241436  0.14
C 1.646272 1.413899 3.217739  -0.10
C 0.373261 2.174668 3.211659  -0.27
C -0.085169 2.757907 4.384610  -0.04
C -1.344191 3.345411 4.383335  -0.08
C -2.084705 3.331107 3.219809  -0.05
C -1.527784 2.752231 2.080194  -0.11
N -0.328096 2.188697 2.074274  0.09
H 7.153213 -1.943721 0.657931  0.07
H 5.385680 -1.318504 0.148213  0.07
H 3.464240 0.163685 0.231016  0.08
H 2.851529 -0.778423 4.349256  0.11
H 4.830272 -2.290829 4.281743  0.12
H 2.251962 1.472371 4.132048  0.12
H 0.521336 2.728252 5.281709  0.10
H -1.742298 3.790777 5.286975  0.10
H -3.082047 3.746005 3.178024  0.11
H -2.065152 2.722852 1.137230  0.10
N 2.917745 0.550629 -2.078642  0.07
C 3.864193 -0.073144 -2.312675  -0.23
C 4.971346 -0.895329 -2.613039  -0.28
C 6.184301 -0.726032 -1.921790  -0.27
N 7.193641 -0.607074 -1.363509  0.12
C 4.838375 -1.986652 -3.491525  -0.27
N 4.768719 -2.917138 -4.176577  0.12
O -0.226728 3.999840 -2.049333  -0.22
C -1.458419 3.789300 -2.090590  -0.77
O -2.115878 3.076669 -1.298664  -0.19
C -2.241873 4.427537 -3.236855  -0.12
C -1.616461 5.294071 -4.121408  -0.02
C -2.310033 5.894603 -5.177091  0.00
C -3.640053 5.577092 -5.296410  -0.23
O -4.553847 6.042680 -6.223272  0.01
C -5.726681 5.264921 -6.004902  -0.17
O -5.603985 4.607085 -4.757192  0.02
C -4.265285 4.714428 -4.417937  -0.20
C -3.601728 4.122861 -3.376051  0.07
H -0.562609 5.483298 -3.967081  0.11
H -1.828174 6.571773 -5.869689  0.11
H -5.822167 4.520983 -6.806599  0.13
H -6.594150 5.925671 -5.981199  0.13
H -4.071364 3.447882 -2.673857  0.13
C 5.781378 -6.355074 -1.481520  -0.08
C 6.064640 -4.874455 -1.246013  -0.25
N 4.856432 -4.069757 -1.182099  -0.01
C 3.912106 -4.143320 -0.204483  -0.86
S 2.358209 -3.587496 -0.467760  0.67
N 4.330266 -4.617752 0.989946  0.01
C 3.518127 -4.577465 2.196242  -0.28
C 2.605565 -5.786674 2.330440  -0.09
H 6.712145 -6.926053 -1.510395  0.07
H 5.258350 -6.497224 -2.428072  0.08
H 5.154906 -6.759925 -0.685262  0.06
H 6.655019 -4.460779 -2.065449  0.11
H 6.666565 -4.725244 -0.347170  0.09
H 4.471264 -3.817915 -2.082360  0.06
H 5.314240 -4.791782 1.111712  0.11
H 2.924656 -3.660859 2.175089  0.08
H 4.213041 -4.511388 3.034364  0.10
H 1.913036 -5.826218 1.490162  0.05
H 2.023112 -5.719616 3.251764  0.07
H 3.186229 -6.711659 2.355514  0.07

Cartesian forces (eV/Å) of the 6 atoms listed first:
0.408 -1.270 0.966
-0.016 0.162 0.094
0.143 0.265 -0.466
0.000 -0.147 0.088
0.045 0.065 0.340
-0.023 0.012 0.009